Record 1
{"formula": "C24H30N4O4", "method": "ωB97M-V/def2-TZVPD", "symbols": ["O", "O", "O", "N", "O", "C", "C", "C", "C", "C", "C", "C", "C", "C", "C", "C", "C", "N", "N", "N", "C", "C", "C", "C", "C", "C", "C", "C", "C", "C", "C", "C", "H", "H", "H", "H", "H", "H", "H", "H", "H", "H", "H", "H", "H", "H", "H", "H", "H", "H", "H", "H", "H", "H", "H", "H", "H", "H", "H", "H", "H", "H"], "xyz": [[5.444303, -4.572527, 1.846763], [-3.547709, -0.628996, -1.449092], [3.222691, -3.308653, -1.713383], [-1.052727, 0.099902, -0.342803], [0.245418, 0.330520, 0.191760], [5.003994, -3.566885, 2.390974], [-3.911654, 0.502291, -1.164517], [3.880200, -3.015228, -0.725633], [-1.766212, 1.177076, -0.146650], [0.245225, 1.582565, 0.720686], [-0.974832, 2.164937, 0.545901], [-6.691635, 1.293088, -5.397019], [-5.806018, 2.348189, -5.050816], [-7.026884, 0.292852, -4.459087], [-5.230895, 2.420752, -3.762462], [-6.442627, 0.428251, -3.206423], [-5.602950, 1.410962, -2.881978], [-3.084882, 1.402092, -0.515177], [5.074280, -2.451320, -0.964910], [4.001235, -2.837414, 1.862885], [5.643034, -3.123668, 3.696226], [6.112397, -1.933906, -0.075529], [1.403905, 2.235631, 1.422964], [-1.295117, 3.549416, 1.053709], [-6.372214, -0.246330, -1.878043], [-5.351036, 0.916669, -1.487384], [3.285231, -1.756652, 2.524410], [1.160223, 3.734909, 1.655179], [-0.279812, 3.992275, 2.121123], [1.819844, -2.028353, 2.210731], [1.894991, -2.534919, 0.771573], [3.251420, -3.253702, 0.672167], [-7.112963, 1.251674, -6.396924], [-5.559501, 3.103742, -5.790680], [-7.691362, -0.531601, -4.697921], [-4.534867, 3.205912, -3.484587], [-3.466902, 2.314126, -0.310696], [5.269542, -2.394387, -1.952731], [5.948813, -2.082514, 3.620646], [4.932124, -3.252749, 4.509582], [6.518689, -3.742692, 3.886907], [6.844268, -1.377751, -0.663594], [6.629390, -2.762092, 0.413062], [5.685104, -1.261294, 0.668223], [1.553018, 1.733159, 2.383023], [2.311680, 2.101963, 0.827280], [-1.282723, 4.251870, 0.213600], [-2.299259, 3.563200, 1.489349], [-5.962637, -1.261300, -1.911338], [-7.310034, -0.242727, -1.314719], [-5.744128, 1.582666, -0.716092], [3.587844, -0.799933, 2.095899], [3.432824, -1.750776, 3.603950], [1.338631, 4.282743, 0.723383], [1.867188, 4.110101, 2.401984], [-0.463564, 3.440540, 3.049295], [-0.415672, 5.057430, 2.334137], [1.210320, -1.129224, 2.301882], [1.443469, -2.820004, 2.860514], [1.067272, -3.206522, 0.540486], [1.881688, -1.681876, 0.092414], [3.070559, -4.325505, 0.757521]], "forces_ev_per_a": [[-0.3, 0.2, -0.4], [0.0, 1.3, 0.3], [-0.6, -0.5, 0.4], [0.0, -0.7, -0.4], [-1.0, 1.2, 0.2], [0.9, -0.9, 0.2], [-0.3, -2.2, -0.4], [-0.7, -0.1, -0.4], [1.6, 0.5, 0.7], [-1.1, 0.5, -0.2], [0.6, 0.1, 0.3], [0.3, 0.0, 0.8], [-0.1, -0.5, 0.6], [0.3, 0.7, -0.4], [-0.4, -0.2, -0.6], [-1.7, -1.6, -1.3], [1.7, 2.3, -0.4], [-0.5, -0.1, -0.4], [1.2, 0.8, 0.6], [-0.5, 0.5, -0.1], [-0.3, 0.1, -0.3], [-0.2, -0.4, 0.0], [0.2, -0.5, -0.3], [-0.1, -0.3, -0.1], [0.3, -0.4, 0.5], [0.1, 0.1, 0.8], [-0.2, 0.0, 0.5], [-0.4, -0.1, 0.0], [0.1, 0.0, -0.3], [0.3, -0.1, -0.3], [-0.1, 0.3, 0.0], [0.4, -0.5, -0.2], [0.1, 0.1, 0.1], [-0.1, -0.1, 0.1], [0.1, 0.2, -0.1], [-0.1, 0.0, -0.1], [0.2, -0.1, 0.0], [-0.2, -0.1, 0.0], [0.0, 0.2, 0.2], [0.0, 0.2, 0.2], [-0.2, 0.0, -0.1], [-0.2, 0.0, 0.0], [0.0, 0.2, 0.1], [0.1, 0.0, 0.0], [0.1, 0.0, 0.0], [0.0, -0.1, 0.1], [-0.1, 0.1, 0.1], [0.0, 0.1, -0.1], [0.1, 0.3, 0.2], [0.2, 0.1, 0.1], [0.0, 0.0, 0.1], [0.1, 0.2, 0.1], [0.4, 0.1, -0.1], [0.0, 0.0, 0.1], [0.0, -0.1, -0.2], [0.0, 0.0, -0.1], [0.0, -0.1, 0.0], [-0.1, -0.1, 0.1], [0.0, 0.1, 0.1], [0.2, 0.2, -0.2], [-0.2, -0.1, -0.1], [0.3, -0.1, -0.3]], "mulliken_charge": [-0.650, -0.613, -0.699, -0.686, -0.127, 0.903, 0.313, -0.059, -0.450, -0.272, 1.282, -0.365, -0.483, -0.870, -0.768, 0.266, 0.237, -0.045, -0.143, 0.176, -1.399, -0.634, -0.322, -0.450, -0.780, 0.379, -0.721, -0.914, -0.941, -0.602, -0.805, 0.448, 0.375, 0.377, 0.429, 0.407, 0.268, 0.282, 0.334, 0.348, 0.352, 0.353, 0.206, 0.142, 0.267, 0.372, 0.336, 0.382, 0.281, 0.245, 0.442, 0.172, 0.471, 0.352, 0.356, 0.343, 0.370, 0.247, 0.365, 0.356, 0.226, 0.336], "homo_ev": -8.95, "orbital_gap_ha": 0.34178, "smiles": "O=C(Nc1noc2c1CCCC2)[C@@H]1Cc2ccccc21.CNC(=O)[C@@H]1CCCN1C(C)=O", "multiplicity": 1, "energy_ha": -1452.483533, "de_lowest_kj_mol": 357.1}



Record 2
{"formula": "C11H4Cl4NO3", "method": "ωB97M-V/def2-TZVPD", "symbols": ["Cl", "C", "C", "Cl", "C", "O", "C", "Cl", "C", "Cl", "C", "O", "O", "C", "C", "C", "N", "C", "C", "H", "H", "H", "H"], "xyz": [[-1.082012, -2.843741, -2.396365], [0.074559, -2.127001, -1.372025], [0.247039, -2.541057, -0.087708], [-0.628925, -3.799911, 0.635834], [1.312655, -1.951581, 0.789365], [1.647548, -2.431836, 1.842953], [1.712817, -0.508049, 0.380967], [3.228527, -0.104127, 1.254237], [1.846853, -0.373446, -1.083894], [3.208162, 0.357281, -1.763477], [1.013931, -1.133335, -2.014681], [1.107703, -1.039328, -3.235692], [0.694764, 0.147592, 1.075952], [-0.271152, 1.051988, 0.646011], [-1.331359, 0.661521, -0.167726], [-2.489275, 1.461398, -0.150167], [-2.588017, 2.587092, 0.563270], [-1.531675, 2.983946, 1.295429], [-0.328875, 2.266229, 1.346945], [-1.318606, -0.271455, -0.720621], [-3.363452, 1.150197, -0.726183], [-1.644744, 3.899394, 1.886674], [0.483535, 2.558228, 2.000902]], "forces_ev_per_a": [[-0.3, -0.1, -0.1], [0.6, -0.4, 1.3], [0.4, 0.5, -1.1], [-0.5, -0.5, 0.2], [-0.2, 0.5, 0.6], [-0.1, -0.3, -0.7], [0.8, -1.4, -0.8], [0.1, 0.1, 0.1], [-2.3, -1.6, -0.8], [0.8, 0.9, -0.6], [1.9, 1.7, 1.8], [-0.5, -0.5, -0.5], [-1.4, 1.7, 0.5], [0.4, -0.5, 0.5], [-0.5, 0.4, 0.1], [1.1, 0.0, 0.1], [0.0, 0.1, 0.2], [0.4, -0.6, -0.5], [-0.8, -0.2, -0.2], [0.0, 0.2, 0.2], [0.2, 0.2, 0.2], [0.0, -0.3, -0.3], [0.0, 0.0, -0.1]], "mulliken_charge": [-0.149, -0.030, 0.275, -0.195, 0.048, -0.592, 0.759, -0.186, -0.013, -0.250, 0.412, -0.789, -0.346, 0.826, 0.086, -0.512, -0.674, -0.248, -0.629, 0.121, 0.362, 0.336, 0.390], "charge": -1, "homo_ev": -3.81, "orbital_gap_ha": 0.23549, "smiles": "O=C1C(Cl)=C(Cl)C([O-])=C(Cl)[C@@]1(Cl)Oc1ccncc1", "multiplicity": 1, "energy_ha": -2542.843226, "de_lowest_kj_mol": 90.8}